C34H45AsO10P3V as an isolated structure. Source: the OMol25 dataset; level of theory: wB97M-V/def2-TZVPD.

Geometry (Å):
V (2.0410, -0.6462, -0.0697)
C (3.2373, -3.0319, -1.8565)
O (2.1274, -2.6468, -1.0302)
C (1.8292, -3.6071, -0.0065)
C (2.5230, -3.2337, 1.2834)
O (1.9890, -1.9536, 1.6439)
C (2.6730, -1.2822, 2.7128)
C (2.0167, 0.0684, 2.8804)
O (1.9736, 0.7061, 1.6039)
C (1.9874, 2.1382, 1.6692)
H (3.0110, -3.9867, -2.3335)
H (4.1527, -3.1010, -1.2689)
H (3.3508, -2.2600, -2.6115)
H (2.1241, -4.6051, -0.3343)
H (0.7475, -3.5852, 0.1383)
H (3.6050, -3.1480, 1.1477)
H (2.3047, -3.9615, 2.0688)
H (3.7247, -1.1680, 2.4398)
H (2.5851, -1.8660, 3.6320)
H (2.6146, 0.6659, 3.5726)
H (0.9975, -0.0200, 3.2712)
H (1.1689, 2.4809, 2.3058)
H (1.8496, 2.4990, 0.6544)
H (2.9541, 2.4720, 2.0432)
C (5.8408, 0.3529, -2.9342)
C (4.9526, 1.0586, -1.9203)
O (5.3302, 2.4420, -1.8365)
P (3.2045, 1.1151, -2.4797)
O (3.0235, -0.0265, -3.5594)
O (3.0887, 2.4805, -3.2558)
O (2.1917, 1.0072, -1.3819)
P (5.0598, 0.3728, -0.1933)
O (6.5229, -0.2688, -0.1003)
O (4.9075, 1.5530, 0.6958)
O (4.1082, -0.8024, -0.1016)
H (5.7217, 0.7909, -3.9256)
H (5.5985, -0.7080, -2.9918)
H (6.8781, 0.4578, -2.6239)
H (5.2491, 2.6811, -0.8918)
H (2.1221, -0.1137, -3.9191)
H (3.8368, 3.0551, -2.9979)
H (7.1496, 0.3352, 0.3173)
C (-1.0285, 1.1788, -0.0996)
C (-2.4943, 1.4959, -0.3595)
As (-3.0916, 3.0075, 0.7819)
C (-2.5715, 2.1481, 2.4646)
C (-3.0481, 0.8922, 2.8358)
C (-2.5731, 0.2708, 3.9808)
C (-1.6201, 0.9016, 4.7736)
C (-1.1484, 2.1569, 4.4190)
C (-1.6232, 2.7751, 3.2667)
C (-4.9882, 2.5564, 0.8245)
C (-5.6338, 2.0078, -0.2791)
C (-6.9978, 1.7475, -0.2393)
C (-7.7277, 2.0346, 0.9037)
C (-7.0914, 2.5884, 2.0065)
C (-5.7309, 2.8522, 1.9650)
P (-0.4092, -0.4555, -0.6462)
C (-1.6981, -1.6141, -0.1138)
C (-1.5896, -2.1393, 1.1730)
C (-2.5829, -2.9654, 1.6802)
C (-3.6871, -3.2772, 0.9008)
C (-3.8002, -2.7615, -0.3843)
C (-2.8127, -1.9303, -0.8900)
C (-0.4462, -0.4674, -2.4653)
C (-0.4382, 0.7137, -3.2041)
C (-0.2327, 0.6847, -4.5783)
C (-0.0322, -0.5268, -5.2282)
C (-0.0486, -1.7119, -4.4996)
C (-0.2501, -1.6806, -3.1278)
H (-0.8263, 1.1598, 0.9762)
H (-0.3544, 1.9337, -0.5144)
H (-3.1239, 0.6376, -0.1223)
H (-2.6616, 1.7530, -1.4064)
H (-3.8018, 0.3977, 2.2315)
H (-2.9560, -0.7022, 4.2628)
H (-1.2622, 0.4221, 5.6761)
H (-0.4220, 2.6616, 5.0437)
H (-1.2552, 3.7577, 2.9926)
H (-5.0814, 1.7798, -1.1831)
H (-7.4896, 1.3218, -1.1047)
H (-8.7900, 1.8316, 0.9352)
H (-7.6563, 2.8175, 2.9008)
H (-5.2446, 3.2825, 2.8335)
H (-0.7248, -1.8933, 1.7810)
H (-2.4932, -3.3671, 2.6814)
H (-4.4613, -3.9234, 1.2928)
H (-4.6631, -3.0030, -0.9907)
H (-2.9093, -1.5241, -1.8896)
H (-0.5652, 1.6682, -2.7108)
H (-0.2235, 1.6099, -5.1393)
H (0.1295, -0.5489, -6.2978)
H (0.0999, -2.6589, -5.0020)
H (-0.2415, -2.6063, -2.5638)

Results
Electronic energy = -6278.94628 Eh
HOMO energy (spin up / spin down) = -10.33 / -10.46 eV
Charge = +1
Multiplicity = 4
LUMO energy (spin up / spin down) = -1.74 / -1.74 eV
<S²> = 3.76
Energy above the lowest of the compared OMol25 structures with the same formula, charge and spin = 0.000 eV

C34H45B2Br75O6 as an isolated structure. Source: the OMol25 dataset; level of theory: wB97M-V/def2-TZVPD.

Geometry (Å):
C (-0.7663, 4.7699, -1.0046)
C (0.5277, 3.9533, -1.1037)
C (0.9207, 3.6954, -2.5884)
C (1.7553, 2.4233, -2.7469)
C (3.2388, 2.6093, -2.3685)
B (3.9609, 1.2216, -1.9006)
O (3.6606, 0.7942, -0.5013)
C (3.9900, 1.7382, 0.4766)
C (4.5149, 1.0823, 1.7703)
C (5.1164, -0.3013, 1.5253)
O (3.3712, 0.1216, -2.7941)
B (3.5376, -1.0909, -2.2184)
O (4.7574, -1.5767, -1.7447)
O (2.4070, -1.9366, -2.0984)
C (5.5891, 1.3346, -2.2002)
O (5.9890, 1.4448, -3.3672)
O (6.4506, 1.2785, -1.1903)
H (-1.4394, 4.5950, -1.8429)
H (-1.2863, 4.5496, -0.0682)
H (-0.5437, 5.8416, -1.0007)
H (0.3927, 2.9675, -0.6552)
H (1.3545, 4.4755, -0.6232)
H (-0.0107, 3.6501, -3.1654)
H (1.4831, 4.5762, -2.9171)
H (1.6906, 2.0975, -3.7880)
H (1.3244, 1.6198, -2.1388)
H (3.3604, 3.4473, -1.6708)
H (3.7503, 2.9145, -3.2891)
H (4.7213, 2.4752, 0.1359)
H (3.0784, 2.3107, 0.7291)
H (3.7578, 1.0410, 2.5605)
H (5.3108, 1.7291, 2.1564)
H (4.3591, -0.9360, 1.0667)
H (6.0209, -0.2074, 0.9235)
H (5.3995, -0.7461, 2.4828)
H (4.8633, -1.3125, -0.8244)
H (1.7420, -1.4961, -1.5657)
C (-4.6009, 6.2533, -3.2511)
Br (-5.5915, 4.8484, -2.3879)
Br (-3.8236, 7.4709, -1.9768)
Br (-3.2885, 5.5414, -4.4569)
H (-5.3022, 6.8218, -3.8459)
C (-5.7620, 7.7626, -7.3131)
Br (-6.7617, 6.3501, -6.4657)
Br (-4.9920, 8.9731, -6.0285)
Br (-4.4233, 7.0757, -8.5053)
H (-6.4656, 8.3312, -7.9037)
C (-8.0712, 3.6733, -9.8314)
Br (-7.0090, 2.8245, -8.4781)
Br (-9.8168, 4.1252, -9.1607)
Br (-7.1869, 5.2098, -10.5782)
H (-8.2020, 2.9614, -10.6333)
C (-12.6058, 6.8479, -7.5375)
Br (-13.6945, 5.2588, -7.5092)
Br (-11.0641, 6.6661, -6.4047)
Br (-12.1203, 7.3468, -9.3303)
H (-13.2052, 7.6518, -7.1353)
C (7.5785, -3.4862, 3.3487)
Br (6.4866, -3.7826, 4.9195)
Br (6.6537, -3.9728, 1.7387)
Br (8.2248, -1.6888, 3.2738)
H (8.4344, -4.1383, 3.4377)
C (5.6117, -6.7452, 7.3565)
Br (5.0108, -8.3357, 6.4678)
Br (4.3856, -6.2155, 8.7345)
Br (7.3940, -6.9489, 8.0467)
H (5.6423, -5.9489, 6.6246)
C (-8.0596, 0.4235, -5.0783)
Br (-7.9911, 1.8520, -3.7941)
Br (-9.4883, 0.6706, -6.3474)
Br (-6.3589, 0.1794, -5.9429)
H (-8.2749, -0.4842, -4.5337)
C (-13.9784, 8.0257, -3.9001)
Br (-15.4985, 8.2546, -2.7449)
Br (-13.8043, 9.4948, -5.1357)
Br (-12.3695, 7.7447, -2.8964)
H (-14.1531, 7.1327, -4.4856)
C (-3.5482, -1.1220, -8.9330)
Br (-5.1800, -2.1311, -9.1333)
Br (-3.6806, 0.5980, -9.7855)
Br (-3.0523, -0.9652, -7.0870)
H (-2.7627, -1.6704, -9.4327)
C (-18.4857, 5.8835, -1.6636)
Br (-19.2746, 5.3401, 0.0052)
Br (-17.2924, 4.5442, -2.3547)
Br (-19.8240, 6.3757, -2.9540)
H (-17.8946, 6.7671, -1.4643)
C (0.0779, -7.0516, 9.3717)
Br (0.7264, -5.4701, 10.2511)
Br (-1.8449, -7.0484, 9.2353)
Br (0.8992, -7.2887, 7.6547)
H (0.3609, -7.8955, 9.9871)
C (-1.3567, 7.6577, -11.7551)
Br (-3.0139, 6.6996, -11.9489)
Br (-1.3938, 9.3239, -12.7199)
Br (-0.8882, 7.9091, -9.9107)
H (-0.5845, 7.0481, -12.2021)
C (-16.3633, 9.7533, 1.2166)
Br (-18.0001, 10.4182, 0.4525)
Br (-16.0637, 7.9196, 0.7240)
Br (-14.8608, 10.8587, 0.7572)
H (-16.4726, 9.7845, 2.2907)
C (9.4186, 4.1914, -0.8229)
Br (7.9665, 2.7610, -1.1321)
Br (10.2899, 3.9934, 0.9154)
Br (10.7782, 4.2790, -2.2329)
H (8.9660, 5.1766, -0.8050)
C (8.0169, -9.7281, 10.6605)
Br (7.4111, -11.3024, 9.7457)
Br (6.7605, -9.1628, 12.0031)
Br (9.7815, -9.9612, 11.4023)
H (8.0790, -8.9365, 9.9281)
C (-1.9953, -10.1236, 11.9997)
Br (-2.6141, -11.7497, 11.1817)
Br (-3.1139, -9.5916, 13.4710)
Br (-0.1453, -10.2444, 12.5149)
H (-2.0662, -9.3482, 11.2512)
C (-6.4805, -5.6253, -7.5931)
Br (-7.6918, -4.4526, -8.5168)
Br (-6.7588, -5.5720, -5.6932)
Br (-6.5743, -7.4208, -8.2780)
H (-5.4803, -5.2598, -7.7819)
C (9.4323, -8.3855, 14.9322)
Br (10.5195, -9.6502, 15.8834)
Br (7.8085, -7.9817, 15.8817)
Br (10.4028, -6.7848, 14.5001)
H (9.1468, -8.8471, 13.9958)
C (11.8775, -3.1589, 2.3098)
Br (11.1068, -3.6982, 3.9905)
Br (10.7909, -3.7432, 0.8348)
Br (12.1820, -1.2645, 2.2395)
H (12.8387, -3.6435, 2.2264)
C (1.6030, -10.9833, 8.6932)
Br (0.6555, -12.5028, 9.3990)
Br (2.6919, -10.1366, 10.0372)
Br (2.6364, -11.4591, 7.1452)
H (0.8672, -10.2548, 8.3811)
C (4.4002, -6.0024, 15.8037)
Br (3.3603, -6.3242, 17.3906)
Br (3.4767, -6.5809, 14.2183)
Br (4.9530, -4.1673, 15.6738)
H (5.2965, -6.5987, 15.8815)
C (10.5763, -2.8588, 14.0742)
Br (8.8741, -2.4943, 13.2623)
Br (12.0313, -2.4949, 12.8714)
Br (10.7839, -1.9246, 15.7438)
H (10.6015, -3.9149, 14.2964)
C (3.8322, -1.2392, -6.7677)
Br (2.1318, -2.1526, -6.9667)
Br (3.8407, 0.4259, -7.7424)
Br (4.2777, -0.9489, -4.9068)
H (4.5681, -1.8737, -7.2415)
C (-3.5096, 4.7367, -15.4707)
Br (-2.4611, 3.8084, -14.1589)
Br (-5.2434, 5.2111, -14.7783)
Br (-2.5785, 6.2737, -16.1597)
H (-3.6700, 4.0596, -16.2965)
C (11.0658, -1.9888, -2.8411)
Br (9.3959, -1.0717, -2.9902)
Br (11.1232, -3.5858, -3.9360)
Br (12.5601, -0.8298, -3.2188)
H (11.1701, -2.3094, -1.8158)

Results
Electronic energy = -194874.69533 Eh
HOMO energy = -1.57 eV
Charge = -2
Multiplicity = 1
LUMO energy = 1.11 eV